1.
{"formula": "C46H45Cl3N7O2PPtS2", "method": "ωB97M-V/def2-TZVPD", "symbols": ["Pt", "C", "C", "C", "C", "C", "C", "C", "C", "N", "C", "C", "C", "C", "N", "C", "C", "C", "C", "C", "C", "C", "C", "H", "H", "H", "H", "H", "H", "H", "H", "H", "H", "H", "H", "H", "H", "H", "H", "H", "H", "H", "H", "H", "H", "H", "H", "N", "C", "N", "C", "C", "S", "C", "C", "S", "C", "N", "N", "H", "H", "H", "H", "H", "H", "Cl", "C", "Cl", "Cl", "C", "O", "O", "N", "P", "C", "C", "C", "C", "C", "C", "C", "C", "C", "C", "C", "C", "C", "C", "C", "C", "C", "C", "H", "H", "H", "H", "H", "H", "H", "H", "H", "H", "H", "H", "H", "H", "H"], "positions_angstrom": [[-1.53, 0.42, 0.81], [-4.49, -0.88, -0.86], [-5.08, 0.23, -0.03], [-6.35, 0.08, 0.51], [-6.91, 1.09, 1.29], [-6.20, 2.25, 1.53], [-4.92, 2.43, 1.00], [-4.15, 3.68, 1.31], [-4.37, 1.41, 0.23], [-3.03, 1.51, -0.26], [-2.79, 1.68, -1.56], [-3.81, 2.26, -2.49], [-1.53, 1.27, -2.06], [-1.17, 1.53, -3.50], [-0.71, 0.63, -1.20], [0.54, 0.12, -1.64], [1.71, 1.07, -1.58], [1.41, 2.51, -1.25], [3.03, 0.84, -2.30], [2.89, -1.06, -3.31], [1.50, -1.60, -3.21], [0.47, -1.10, -2.52], [-0.86, -1.81, -2.53], [-5.05, -1.80, -0.71], [-3.44, -1.07, -0.60], [-4.52, -0.64, -1.93], [-6.90, -0.83, 0.33], [-7.90, 0.96, 1.71], [-6.63, 3.04, 2.13], [-4.83, 4.48, 1.60], [-3.59, 4.03, 0.43], [-3.46, 3.51, 2.14], [-4.73, 2.51, -1.96], [-4.07, 1.56, -3.29], [-3.44, 3.17, -2.97], [-1.87, 1.03, -4.17], [-0.17, 1.19, -3.74], [-1.23, 2.60, -3.73], [0.87, 2.58, -0.32], [0.80, 2.96, -2.03], [2.33, 3.09, -1.18], [3.72, 1.65, -2.08], [3.52, -1.74, -3.87], [1.32, -2.51, -3.76], [-0.75, -2.81, -2.96], [-1.60, -1.27, -3.12], [-1.27, -1.90, -1.52], [-1.11, 3.88, 1.24], [-0.33, 3.15, 2.02], [-0.20, 1.85, 1.90], [0.61, 1.33, 2.86], [1.20, 2.26, 3.69], [0.68, 3.82, 3.30], [0.63, -0.09, 3.02], [1.39, -0.81, 3.93], [0.95, -2.43, 3.93], [-0.28, -2.07, 2.70], [-0.25, -0.82, 2.29], [-1.14, -2.98, 2.28], [-1.80, 3.37, 0.69], [-1.30, 4.85, 1.44], [1.87, 2.08, 4.52], [2.17, -0.44, 4.59], [-1.18, -3.87, 2.76], [-2.06, -2.57, 2.01], [-4.21, 1.06, 5.18], [-3.97, -0.48, 4.36], [-2.71, -1.42, 5.26], [-5.46, -1.38, 4.31], [-3.35, -0.31, 2.95], [-3.48, -1.26, 2.16], [-2.71, 0.75, 2.75], [1.46, 0.07, -0.45], [2.70, -1.04, -0.44], [2.21, -2.74, -0.39], [3.12, -3.70, -0.83], [2.76, -5.04, -0.79], [1.51, -5.41, -0.31], [0.61, -4.45, 0.12], [0.96, -3.11, 0.09], [3.57, -0.59, -1.96], [2.95, 0.42, -3.79], [4.21, 0.74, -4.55], [5.45, 0.42, -4.17], [5.85, -0.27, -2.94], [5.06, -0.72, -1.96], [3.65, -0.65, 1.02], [4.03, 0.68, 1.24], [4.74, 1.02, 2.37], [5.08, 0.03, 3.30], [4.70, -1.28, 3.09], [3.98, -1.63, 1.95], [4.09, -3.42, -1.22], [3.46, -5.80, -1.13], [1.24, -6.46, -0.28], [-0.37, -4.74, 0.47], [0.25, -2.35, 0.39], [2.07, 0.77, -4.33], [4.08, 1.25, -5.49], [6.26, 0.70, -4.83], [6.92, -0.42, -2.82], [5.53, -1.18, -1.09], [3.77, 1.45, 0.51], [5.06, 2.04, 2.53], [5.66, 0.30, 4.17], [4.98, -2.05, 3.80], [3.70, -2.66, 1.78]], "relative_energy_ev": 2.105, "s2": 6.05, "total_charge": 2, "e_lumo_ha": [-0.2180, -0.3181], "homo_lumo_gap_ev": [4.999, 3.803], "spin_multiplicity": 5, "e_homo_ev": [-10.9, -12.5]}

***

2.
{"formula": "C27H37BN6Sr", "method": "ωB97M-V/def2-TZVPD", "symbols": ["Sr", "B", "N", "C", "C", "C", "N", "N", "C", "C", "C", "N", "H", "H", "H", "H", "H", "H", "H", "H", "C", "C", "C", "C", "C", "C", "C", "C", "C", "C", "C", "C", "N", "C", "C", "C", "C", "C", "N", "C", "C", "C", "C", "H", "H", "H", "H", "H", "H", "H", "H", "H", "H", "H", "H", "H", "H", "H", "H", "H", "H", "H", "H", "H", "H", "H", "H", "H", "H", "H", "H", "H"], "positions_angstrom": [[-0.80, -0.28, -0.21], [-4.64, 0.74, 1.12], [-4.24, -0.69, 0.62], [-4.94, -1.74, 1.00], [-4.56, -2.84, 0.25], [-3.56, -2.35, -0.59], [-3.32, -1.06, -0.36], [-3.51, 1.81, 0.82], [-3.78, 3.08, 1.01], [-2.59, 3.81, 1.08], [-1.61, 2.85, 0.90], [-2.15, 1.61, 0.78], [-4.80, 0.67, 2.30], [-5.63, 1.17, 0.55], [-5.67, -1.67, 1.78], [-4.90, -3.86, 0.37], [-3.03, -2.90, -1.36], [-4.80, 3.43, 1.06], [-2.48, 4.88, 1.25], [-0.54, 3.01, 0.89], [3.84, 3.24, -0.90], [2.42, 2.72, -1.24], [1.57, 3.91, -1.76], [2.46, 1.69, -2.35], [2.90, 2.09, -3.61], [2.86, 1.23, -4.69], [2.20, 0.01, -4.57], [1.72, -0.44, -3.35], [0.93, -1.75, -3.32], [1.60, -2.77, -4.30], [-0.55, -1.54, -3.76], [2.04, 0.33, -2.18], [1.78, -0.22, -0.93], [2.68, -0.31, 0.06], [2.30, -0.75, 1.35], [3.19, -0.96, 2.49], [2.39, -1.30, 3.57], [1.04, -1.32, 3.08], [1.00, -1.00, 1.74], [-0.17, -1.67, 3.91], [-1.42, -1.64, 3.01], [-0.25, -0.65, 5.09], [-0.01, -3.06, 4.58], [3.79, 3.95, -0.05], [4.24, 3.82, -1.74], [4.49, 2.41, -0.66], [1.98, 2.23, -0.37], [2.16, 4.52, -2.46], [1.28, 4.59, -0.93], [0.65, 3.58, -2.27], [3.27, 3.11, -3.74], [3.30, 1.49, -5.65], [1.98, -0.57, -5.46], [0.96, -2.14, -2.27], [1.40, -2.51, -5.37], [1.18, -3.80, -4.13], [2.68, -2.77, -4.10], [-0.66, -1.42, -4.86], [-0.98, -0.61, -3.33], [-1.25, -2.36, -3.52], [3.74, -0.14, -0.17], [4.26, -0.92, 2.43], [2.69, -1.57, 4.58], [-1.61, -0.65, 2.55], [-2.28, -1.85, 3.67], [-1.40, -2.40, 2.21], [-0.46, 0.37, 4.72], [0.66, -0.71, 5.68], [-1.06, -0.94, 5.78], [0.12, -3.87, 3.85], [-0.94, -3.28, 5.14], [0.82, -3.04, 5.30]], "e_lumo_ha": 0.0048, "homo_lumo_gap_ev": 7.315, "spin_multiplicity": 1, "e_homo_ev": -7.2}

***

3.
{"formula": "C11H18N2OS", "method": "ωB97M-V/def2-TZVPD", "symbols": ["C", "C", "C", "C", "C", "C", "C", "C", "C", "C", "C", "N", "N", "O", "S", "H", "H", "H", "H", "H", "H", "H", "H", "H", "H", "H", "H", "H", "H", "H", "H", "H", "H"], "positions_angstrom": [[-4.52, -2.63, -0.09], [-4.56, -1.60, -0.96], [-3.30, -2.99, 0.47], [-3.45, -0.85, -1.26], [-2.19, -2.30, 0.23], [-2.21, -1.20, -0.60], [1.62, 1.27, -1.61], [3.73, -1.73, 0.70], [-0.99, -0.30, -0.70], [2.13, 1.54, -0.18], [2.65, -0.92, -0.07], [-0.55, 0.53, 0.42], [2.26, 0.32, 0.64], [0.73, -1.19, 1.87], [0.91, 0.26, 1.59], [-5.36, -3.14, 0.36], [-5.49, -1.36, -1.59], [-3.39, -3.90, 1.00], [-3.32, -0.08, -2.04], [-1.18, -2.67, 0.51], [1.28, 2.06, -2.16], [2.49, 0.74, -2.12], [0.85, 0.53, -1.62], [3.48, -1.90, 1.74], [3.88, -2.72, 0.32], [4.64, -1.22, 0.74], [-1.13, 0.55, -1.41], [-0.06, -0.83, -0.96], [3.08, 2.11, -0.04], [1.14, 2.04, 0.21], [3.10, -0.53, -0.94], [1.72, -1.49, -0.07], [-1.25, 1.15, 0.73]], "relative_energy_ev": 4.073, "e_lumo_ha": 0.0287, "homo_lumo_gap_ev": 9.509, "spin_multiplicity": 1, "e_homo_ev": -8.7}

***

4.
{"formula": "C48H126N6O18", "method": "ωB97M-V/def2-TZVPD", "symbols": ["C", "O", "C", "C", "N", "C", "C", "O", "C", "H", "H", "H", "H", "H", "H", "H", "H", "H", "H", "H", "H", "H", "H", "H", "C", "O", "C", "C", "N", "C", "C", "O", "C", "H", "H", "H", "H", "H", "H", "H", "H", "H", "H", "H", "H", "H", "H", "H", "C", "O", "C", "C", "N", "C", "C", "O", "C", "H", "H", "H", "H", "H", "H", "H", "H", "H", "H", "H", "H", "H", "H", "H", "C", "O", "C", "C", "N", "C", "C", "O", "C", "H", "H", "H", "H", "H", "H", "H", "H", "H", "H", "H", "H", "H", "H", "H", "C", "O", "C", "C", "N", "C", "C", "O", "C", "H", "H", "H", "H", "H", "H", "H", "H", "H", "H", "H", "H", "H", "H", "H", "C", "O", "C", "C", "N", "C", "C", "O", "C", "H", "H", "H", "H", "H", "H", "H", "H", "H", "H", "H", "H", "H", "H", "H", "C", "C", "O", "H", "H", "H", "H", "H", "H", "C", "C", "O", "H", "H", "H", "H", "H", "H", "C", "C", "O", "H", "H", "H", "H", "H", "H", "C", "C", "O", "H", "H", "H", "H", "H", "H", "C", "C", "O", "H", "H", "H", "H", "H", "H", "C", "C", "O", "H", "H", "H", "H", "H", "H"], "positions_angstrom": [[21.71, 21.07, 23.10], [21.71, 19.69, 22.76], [23.05, 19.17, 22.63], [23.06, 17.89, 21.80], [22.35, 18.07, 20.56], [22.21, 16.81, 19.86], [21.35, 17.04, 18.59], [20.02, 17.40, 19.05], [19.33, 18.15, 18.06], [22.20, 21.21, 24.08], [20.69, 21.39, 23.23], [22.18, 21.67, 22.35], [23.40, 18.84, 23.58], [23.69, 19.91, 22.22], [22.64, 17.05, 22.39], [24.04, 17.56, 21.57], [21.45, 18.43, 20.84], [21.73, 15.99, 20.42], [23.24, 16.45, 19.59], [21.28, 16.15, 17.98], [21.76, 17.91, 18.04], [19.50, 17.76, 17.05], [19.58, 19.24, 17.98], [18.21, 18.11, 18.21], [27.62, 22.96, 14.09], [26.66, 21.91, 14.19], [26.84, 21.00, 15.19], [25.67, 20.03, 15.15], [25.92, 18.99, 16.13], [24.74, 18.15, 16.32], [25.18, 16.91, 17.13], [24.12, 15.98, 17.19], [24.39, 14.79, 17.84], [28.59, 22.63, 13.65], [27.78, 23.42, 15.06], [27.13, 23.65, 13.48], [26.86, 21.55, 16.15], [27.79, 20.43, 15.11], [25.59, 19.63, 14.12], [24.73, 20.53, 15.39], [26.07, 19.43, 17.02], [24.39, 17.70, 15.39], [23.75, 18.56, 16.77], [25.54, 17.26, 18.10], [26.06, 16.52, 16.59], [23.44, 14.25, 17.87], [24.72, 14.97, 18.87], [25.06, 14.15, 17.28], [19.92, 11.74, 13.09], [19.22, 12.24, 12.00], [17.89, 11.71, 11.86], [17.19, 12.56, 10.78], [15.91, 11.92, 10.45], [15.15, 12.72, 9.49], [13.93, 12.08, 9.01], [12.99, 12.21, 10.05], [11.81, 11.43, 9.88], [20.87, 12.22, 13.19], [20.05, 10.67, 13.08], [19.34, 12.04, 14.03], [17.34, 11.78, 12.78], [17.99, 10.71, 11.48], [17.86, 12.54, 9.91], [17.13, 13.56, 11.12], [15.38, 11.65, 11.27], [15.76, 12.88, 8.60], [14.91, 13.75, 9.93], [14.03, 11.03, 8.70], [13.57, 12.72, 8.17], [11.18, 11.82, 9.06], [11.17, 11.55, 10.74], [12.06, 10.40, 9.66], [20.51, 10.05, 9.31], [21.73, 10.67, 9.57], [21.81, 12.08, 9.28], [23.18, 12.58, 9.72], [23.48, 13.83, 9.03], [22.79, 15.02, 9.54], [23.27, 15.54, 10.87], [24.50, 16.07, 10.72], [25.18, 16.21, 11.94], [20.34, 9.75, 8.24], [19.69, 10.65, 9.67], [20.44, 9.19, 9.96], [21.04, 12.60, 9.85], [21.64, 12.30, 8.23], [24.02, 11.90, 9.45], [23.17, 12.64, 10.80], [24.49, 13.97, 9.07], [21.75, 14.77, 9.63], [22.80, 15.81, 8.75], [23.31, 14.74, 11.61], [22.60, 16.32, 11.23], [26.14, 16.67, 11.79], [25.34, 15.18, 12.35], [24.54, 16.75, 12.69], [15.68, 14.63, 13.86], [15.38, 13.25, 13.78], [14.06, 12.96, 14.15], [13.69, 11.55, 14.13], [13.92, 10.98, 12.76], [13.59, 9.52, 12.55], [12.37, 8.98, 13.21], [11.27, 9.59, 12.67], [10.03, 9.11, 13.15], [16.61, 14.84, 13.32], [15.81, 14.82, 14.90], [14.83, 15.26, 13.53], [13.39, 13.44, 13.40], [13.87, 13.45, 15.12], [12.66, 11.46, 14.46], [14.31, 10.96, 14.79], [13.24, 11.38, 12.11], [14.47, 8.90, 12.83], [13.54, 9.40, 11.46], [12.43, 9.09, 14.34], [12.41, 7.89, 13.10], [9.89, 9.43, 14.19], [10.00, 8.01, 13.13], [9.15, 9.40, 12.59], [26.22, 12.58, 21.34], [26.07, 12.21, 19.99], [25.07, 11.25, 19.68], [23.66, 11.78, 19.83], [22.76, 10.69, 19.47], [21.29, 10.99, 19.61], [20.82, 12.32, 19.08], [21.16, 12.46, 17.71], [20.58, 11.63, 16.79], [25.41, 13.28, 21.63], [27.17, 13.09, 21.33], [26.24, 11.68, 21.96], [25.10, 10.41, 20.37], [25.32, 10.96, 18.65], [23.51, 12.57, 19.12], [23.48, 12.12, 20.86], [23.05, 10.38, 18.53], [20.90, 10.79, 20.61], [20.80, 10.21, 19.00], [21.32, 13.16, 19.53], [19.73, 12.49, 19.24], [21.08, 10.65, 16.83], [20.66, 12.14, 15.82], [19.50, 11.46, 17.05], [17.43, 18.37, 12.89], [17.81, 17.47, 14.02], [16.91, 17.31, 15.14], [17.29, 19.40, 13.17], [16.45, 18.00, 12.48], [18.14, 18.46, 12.09], [18.78, 17.77, 14.44], [17.93, 16.43, 13.70], [16.61, 18.21, 15.35], [17.97, 14.20, 16.47], [16.92, 13.43, 17.25], [16.77, 13.92, 18.58], [17.60, 15.23, 16.30], [18.25, 13.79, 15.50], [18.80, 14.29, 17.13], [17.30, 12.40, 17.32], [15.95, 13.29, 16.78], [16.97, 14.85, 18.58], [21.30, 19.97, 12.58], [21.84, 18.83, 13.42], [21.00, 18.64, 14.51], [20.26, 19.79, 12.24], [21.88, 20.05, 11.63], [21.38, 20.93, 13.11], [22.84, 19.12, 13.75], [22.01, 17.94, 12.80], [21.34, 17.81, 14.92], [23.97, 11.78, 15.31], [24.26, 10.28, 15.40], [23.43, 9.63, 16.32], [23.93, 12.32, 16.28], [23.01, 11.84, 14.84], [24.65, 12.21, 14.58], [25.29, 10.13, 15.76], [24.20, 9.86, 14.38], [23.14, 8.74, 16.08], [18.97, 15.80, 10.32], [17.64, 16.40, 10.08], [17.68, 17.68, 9.45], [18.90, 14.81, 10.79], [19.45, 16.50, 11.00], [19.54, 15.76, 9.38], [17.06, 16.41, 11.03], [17.04, 15.70, 9.46], [17.18, 17.62, 8.63], [20.70, 14.99, 13.95], [21.15, 15.24, 15.34], [22.17, 16.20, 15.33], [21.55, 14.58, 13.37], [20.51, 15.99, 13.52], [19.85, 14.35, 13.84], [21.50, 14.29, 15.81], [20.26, 15.60, 15.91], [22.84, 15.97, 16.02]], "relative_energy_ev": 2.469, "e_lumo_ha": 0.0185, "homo_lumo_gap_ev": 8.879, "smiles": "COCCNCCOC.COCCNCCOC.COCCNCCOC.COCCNCCOC.COCCNCCOC.COCCNCCOC.CCO.CCO.CCO.CCO.CCO.CCO", "spin_multiplicity": 1, "e_homo_ev": -8.4}

***

5.
{"formula": "C13H9Cl4O5", "method": "ωB97M-V/def2-TZVPD", "symbols": ["Cl", "C", "C", "Cl", "C", "O", "C", "O", "C", "Cl", "C", "Cl", "C", "C", "C", "C", "C", "C", "O", "C", "O", "O", "H", "H", "H", "H", "H", "H", "H", "H", "H"], "positions_angstrom": [[-3.38, -1.47, -0.88], [-2.30, -1.06, 0.37], [-1.93, -2.01, 1.31], [-2.73, -3.50, 1.40], [-0.84, -1.80, 2.26], [-0.51, -2.64, 3.11], [-0.32, -0.36, 2.35], [0.57, -0.08, 3.16], [-0.90, 0.63, 1.45], [-0.37, 2.23, 1.65], [-1.76, 0.27, 0.43], [-2.20, 1.41, -0.77], [0.16, -5.25, 1.21], [0.63, -3.90, 0.74], [1.66, -3.20, 1.51], [2.24, -1.94, 1.00], [3.77, -1.94, 0.98], [4.23, -2.23, 2.39], [3.64, -3.44, 2.94], [2.48, -3.98, 2.46], [2.19, -5.11, 2.84], [0.14, -3.35, -0.26], [-0.24, -5.15, 2.23], [-0.63, -5.58, 0.53], [0.99, -5.96, 1.23], [1.85, -1.74, 0.00], [1.93, -1.13, 1.69], [4.14, -2.69, 0.27], [4.14, -0.96, 0.67], [5.31, -2.38, 2.45], [3.94, -1.40, 3.06]], "relative_energy_ev": 0.473, "total_charge": -1, "e_lumo_ha": 0.0236, "homo_lumo_gap_ev": 4.266, "spin_multiplicity": 1, "e_homo_ev": -3.6}